Record 1
Molecular formula: C26H79F2N18O15S2
Method: DFT, ωB97M-V with the def2-TZVPD basis set

Each line ends with the Mulliken charge.
Geometry (Å):
S (11.59, 15.34, 16.69)  0.832
S (12.88, 14.37, 14.36)  0.996
F (12.26, 12.87, 14.19)  -0.343
F (12.59, 15.88, 17.82)  -0.075
O (13.19, 19.67, 19.52)  -0.466
O (10.03, 16.69, 22.87)  -0.661
O (7.38, 16.86, 8.63)  -0.328
O (13.69, 16.60, 24.09)  -0.386
O (5.87, 19.67, 16.68)  -0.314
O (10.61, 14.53, 17.39)  -0.730
O (11.96, 15.23, 13.66)  -0.487
O (6.86, 15.90, 13.52)  -0.654
O (11.11, 16.53, 16.04)  -0.345
O (16.84, 12.82, 18.84)  -0.692
O (14.23, 14.23, 13.93)  -0.450
O (12.26, 19.63, 15.53)  -0.523
O (12.90, 18.93, 10.82)  -0.708
O (17.77, 17.10, 12.34)  -0.751
O (15.59, 10.17, 14.26)  -0.363
N (18.07, 14.66, 19.00)  -0.478
N (13.10, 20.42, 13.56)  -0.446
N (10.28, 15.37, 21.06)  -0.318
N (12.80, 14.57, 15.93)  -0.334
N (9.40, 17.54, 20.85)  -0.312
N (15.06, 18.30, 11.11)  -0.297
N (17.93, 17.95, 14.46)  -0.431
N (9.07, 15.50, 14.05)  -0.097
N (9.15, 19.89, 15.04)  -0.726
N (16.59, 16.25, 14.12)  -0.041
N (9.82, 17.84, 11.13)  -0.133
N (13.39, 16.80, 10.67)  -0.334
N (7.70, 16.51, 15.53)  -0.343
N (14.31, 11.27, 11.98)  -0.624
N (13.36, 14.23, 21.42)  -0.465
N (14.79, 17.82, 16.67)  0.088
N (16.34, 14.44, 17.42)  0.029
N (12.46, 18.29, 13.67)  0.641
C (14.16, 10.27, 14.27)  -0.331
C (15.42, 15.54, 21.82)  -0.959
C (7.80, 15.99, 14.26)  0.283
C (13.67, 8.93, 12.26)  -1.619
C (9.87, 16.52, 21.68)  0.541
C (9.80, 18.20, 8.71)  -1.470
C (13.27, 18.71, 18.48)  0.689
C (8.97, 18.06, 9.96)  0.446
C (13.16, 16.04, 22.84)  -0.247
C (17.44, 17.07, 13.55)  0.605
C (8.92, 19.90, 17.52)  -1.405
C (12.80, 17.17, 24.96)  -0.634
C (15.18, 20.04, 17.58)  -1.431
C (14.79, 18.60, 17.93)  0.323
C (6.37, 15.95, 8.61)  -0.757
C (13.76, 18.03, 10.87)  0.639
C (12.54, 19.44, 14.37)  0.385
C (8.26, 19.54, 16.19)  2.176
C (16.24, 10.54, 15.48)  -0.497
C (12.33, 20.73, 19.24)  -0.495
C (13.62, 10.35, 12.85)  0.434
C (17.09, 13.93, 18.42)  0.691
C (8.11, 16.81, 9.81)  -0.667
C (14.16, 14.99, 22.35)  0.074
C (4.65, 20.34, 16.47)  -0.778
C (6.91, 20.20, 15.85)  -1.208
H (12.83, 21.37, 18.53)  0.289
H (8.11, 18.44, 16.14)  -0.729
H (12.42, 16.60, 10.69)  0.203
H (12.56, 10.67, 12.85)  0.234
H (9.19, 18.09, 7.80)  0.340
H (8.33, 19.98, 18.43)  0.483
H (15.10, 20.59, 18.56)  0.367
H (4.86, 21.41, 16.57)  0.346
H (8.62, 17.97, 21.34)  0.279
H (9.96, 15.89, 14.41)  0.154
H (10.35, 19.12, 8.73)  0.441
H (12.19, 15.60, 23.02)  0.372
H (10.12, 19.71, 15.31)  -0.008
H (13.27, 17.45, 25.94)  0.255
H (11.95, 16.49, 25.25)  0.236
H (12.38, 18.13, 24.62)  0.258
H (12.43, 18.44, 12.66)  -0.381
H (16.27, 9.74, 16.27)  0.269
H (13.19, 21.27, 14.07)  0.249
H (10.39, 18.70, 11.23)  0.146
H (7.44, 16.78, 10.63)  0.471
H (8.34, 16.06, 16.16)  0.162
H (13.20, 8.25, 12.91)  0.409
H (16.18, 20.05, 17.10)  0.315
H (6.78, 19.89, 14.81)  0.333
H (10.76, 14.73, 21.62)  0.261
H (6.77, 16.83, 15.79)  0.210
H (16.16, 14.72, 21.80)  0.309
H (6.93, 21.25, 15.80)  0.626
H (18.19, 14.25, 19.89)  0.266
H (13.82, 11.10, 14.83)  0.181
H (18.37, 18.74, 14.08)  0.249
H (11.34, 20.44, 18.94)  0.050
H (16.10, 15.51, 13.66)  0.085
H (15.24, 19.26, 11.34)  0.187
H (13.82, 13.37, 21.24)  0.278
H (17.32, 10.70, 15.28)  0.261
H (4.12, 20.12, 15.49)  0.264
H (15.82, 17.64, 11.08)  0.137
H (13.08, 16.91, 22.13)  0.008
H (16.15, 16.54, 14.95)  -0.045
H (15.23, 10.92, 11.76)  0.253
H (12.21, 21.27, 20.18)  0.325
H (16.70, 15.20, 16.85)  0.034
H (10.20, 15.30, 20.09)  0.140
H (14.26, 16.96, 16.76)  -0.084
H (14.41, 18.47, 15.99)  -0.017
H (18.11, 15.70, 18.90)  0.239
H (12.56, 18.90, 17.67)  -0.215
H (5.81, 15.79, 9.52)  0.303
H (13.95, 16.03, 11.00)  0.204
H (9.29, 17.72, 11.99)  -0.092
H (15.31, 15.93, 20.82)  -0.027
H (9.04, 17.18, 19.98)  0.133
H (13.25, 14.72, 20.53)  0.080
H (15.45, 18.12, 18.68)  0.233
H (9.71, 19.15, 17.55)  0.022
H (15.52, 13.87, 17.11)  -0.050
H (8.80, 15.93, 9.84)  0.212
H (12.21, 17.39, 14.03)  -0.098
H (14.67, 8.49, 12.17)  0.309
H (8.98, 19.27, 14.32)  0.234
H (14.41, 20.42, 16.90)  0.266
H (9.37, 20.91, 17.47)  0.375
H (5.67, 16.14, 7.78)  0.266
H (13.78, 9.40, 14.79)  0.381
H (6.73, 14.92, 8.34)  0.291
H (17.42, 18.02, 15.35)  0.234
H (3.96, 20.13, 17.33)  0.252
H (9.11, 15.12, 13.13)  0.225
H (15.86, 11.46, 15.87)  0.084
H (10.57, 17.49, 8.65)  0.321
H (15.88, 16.30, 22.51)  0.388
H (13.32, 9.04, 11.24)  0.418
H (14.31, 12.18, 12.32)  0.218
H (8.33, 18.98, 10.09)  0.211
H (14.34, 14.32, 23.19)  0.404
H (12.98, 20.42, 12.53)  0.187
H (13.07, 17.77, 18.94)  -0.199

Net charge: -1
HOMO, eV: -7.02

---

Record 2
Molecular formula: C27H108N54O27
Method: DFT, ωB97M-V with the def2-TZVPD basis set

Each line ends with the Mulliken charge.
Geometry (Å):
O (-0.20, -3.01, 0.95)  -1.352
O (-1.09, 5.05, 2.31)  -0.612
O (-3.36, 3.81, -2.32)  -0.899
O (7.09, -0.48, -4.90)  -0.782
O (7.39, 0.61, 2.06)  -0.619
O (3.50, -0.48, -0.86)  0.197
O (-5.87, 1.71, -1.93)  -0.734
O (2.80, 3.72, -3.65)  -0.738
O (-5.60, 2.55, 3.23)  -0.780
O (0.27, 2.10, -0.13)  -0.520
O (-9.38, 0.68, 1.16)  -0.750
O (-4.42, -2.63, -2.71)  -0.561
O (-1.73, -6.31, 0.21)  -0.653
O (3.61, 5.39, 4.43)  -0.702
O (-0.47, 1.91, 4.24)  -0.620
O (3.17, 4.47, -0.10)  -0.578
O (-4.30, 5.65, 0.09)  -0.381
O (-3.78, -2.42, 1.90)  -0.774
O (-0.20, -5.11, -4.11)  -0.774
O (-2.42, -4.04, 5.94)  -0.822
O (6.09, -3.45, 2.14)  -0.549
O (-6.66, -2.38, 3.00)  -0.675
O (2.32, -1.28, -4.76)  -0.972
O (4.42, 1.98, 3.89)  -0.751
O (3.26, -7.12, 2.80)  -0.763
O (3.72, -4.50, -1.07)  -0.833
O (-2.84, -0.27, -5.14)  -0.827
N (-5.84, -0.39, 3.51)  0.129
N (4.60, -3.27, 3.69)  -0.278
N (-0.37, 0.31, 5.75)  -0.475
N (-1.95, 0.35, 4.15)  0.047
N (2.45, 0.82, 3.86)  0.048
N (-1.76, 6.74, 0.97)  -0.349
N (-3.55, 2.82, 4.13)  -0.333
N (-3.20, -4.49, -2.33)  -0.226
N (-4.26, -4.36, -4.23)  -0.415
N (-2.73, -2.16, -0.01)  0.968
N (1.64, -3.86, -4.14)  -0.197
N (0.82, 4.52, -4.17)  -0.325
N (4.22, -5.89, -2.64)  -0.387
N (0.83, -0.07, 0.27)  0.881
N (5.50, -1.50, -0.72)  0.225
N (-6.00, -0.34, -2.77)  -0.235
N (-2.51, 3.32, -0.38)  1.484
N (5.14, 0.21, -4.06)  0.057
N (-7.86, -0.92, 4.30)  -0.387
N (2.90, 2.15, 2.28)  1.059
N (5.28, 4.45, 0.51)  -0.340
N (5.30, -1.78, -4.53)  -0.084
N (-5.80, 4.89, -1.34)  -0.162
N (-0.92, 0.38, -6.08)  -0.217
N (-7.79, 2.07, 1.67)  -0.197
N (-4.01, -3.29, 4.61)  -0.187
N (-2.08, -5.67, 2.21)  -0.086
N (2.84, -5.59, 1.30)  0.219
N (-1.72, 1.62, -4.62)  -0.045
N (3.15, 7.39, 3.72)  -0.402
N (4.90, -0.14, 0.90)  0.656
N (7.45, 1.34, -0.01)  -0.176
N (2.03, 0.89, -5.27)  -0.165
N (1.72, -2.89, -0.04)  1.428
N (-2.08, -3.25, 3.90)  0.196
N (2.23, 5.76, 2.65)  0.199
N (4.57, -7.10, 1.15)  -0.335
N (8.97, 2.02, 1.34)  -0.476
N (6.52, -4.11, 4.24)  -0.474
N (-4.81, -1.39, 0.31)  0.126
N (5.63, -4.28, -2.16)  -0.338
N (1.51, 4.98, -2.14)  0.051
N (-4.14, 3.74, 2.29)  0.293
N (0.46, -4.45, -0.78)  0.179
N (-1.21, 0.43, -0.31)  1.112
N (-5.95, 6.85, -0.66)  -0.489
N (-1.22, 3.28, -2.12)  1.714
N (-7.29, 0.39, 0.52)  0.234
N (-0.40, -2.98, -4.38)  -0.168
N (2.31, 0.41, -3.24)  1.664
N (0.21, 5.89, 0.70)  -0.028
N (-3.18, -7.40, 1.64)  -0.428
N (-4.37, 1.01, -3.20)  0.066
N (4.84, 3.47, -1.36)  -0.150
C (-2.32, -6.49, 1.25)  0.672
C (-4.53, 3.08, 3.30)  0.696
C (4.50, -4.86, -1.92)  0.194
C (5.71, -3.73, 3.20)  0.695
C (4.30, 4.11, -0.29)  0.601
C (1.78, 4.34, -3.32)  0.490
C (-2.45, 3.48, -1.63)  -0.069
C (-5.33, 5.73, -0.48)  0.453
C (-0.02, 0.90, -0.02)  -0.837
C (-8.23, 0.97, 1.18)  0.364
C (-4.01, -3.72, -3.05)  0.519
C (0.59, -3.45, 0.11)  0.795
C (3.03, 6.11, 3.61)  0.708
C (5.93, -0.67, -4.53)  0.446
C (-1.86, 0.51, -5.24)  0.645
C (-0.92, 0.87, 4.62)  0.799
C (-6.79, -1.30, 3.58)  0.305
C (2.09, -0.08, -4.43)  0.342
C (-2.79, -3.51, 4.88)  0.472
C (0.39, -4.05, -4.20)  0.847
C (3.32, 1.67, 3.42)  0.649
C (3.51, -6.60, 1.75)  0.703
C (7.86, 1.30, 1.19)  0.761
C (-0.91, 5.79, 1.36)  0.464
C (-5.47, 0.81, -2.61)  0.428
C (4.62, -0.66, -0.28)  -1.111
C (-3.74, -2.01, 0.78)  0.077
H (-2.34, 0.80, 3.34)  -0.042
H (5.81, -0.30, 1.32)  0.081
H (2.38, -3.33, -0.66)  -0.468
H (-1.38, -3.24, -4.42)  0.004
H (0.87, 4.37, -5.17)  0.266
H (-3.39, -7.57, 2.61)  0.168
H (1.92, 4.80, 2.69)  -0.182
H (-6.67, 7.02, -1.35)  0.132
H (1.82, 0.15, 0.25)  -0.800
H (-3.16, 4.00, 2.33)  -0.254
H (-4.65, -3.78, 5.22)  0.176
H (1.96, 1.88, -5.13)  -0.012
H (-2.94, -1.84, -0.94)  0.038
H (2.04, -2.94, -4.21)  0.387
H (6.15, 3.95, 0.43)  0.030
H (2.27, 4.86, -1.48)  -0.046
H (6.22, -4.27, 5.18)  0.127
H (-8.51, -1.68, 4.46)  0.270
H (-5.01, -4.08, -4.84)  0.214
H (1.85, 6.37, 1.93)  0.023
H (6.25, -1.81, -0.11)  0.180
H (0.50, -1.03, 0.30)  -0.019
H (6.61, 0.83, -0.23)  -0.123
H (4.25, 0.53, 1.29)  -0.440
H (-1.74, 2.92, 0.14)  -0.100
H (5.41, -1.77, -1.68)  0.084
H (2.64, 0.32, 4.72)  0.249
H (-1.37, -4.96, 2.07)  0.001
H (5.83, 3.27, -1.35)  0.066
H (-2.15, -0.56, 4.54)  -0.077
H (-5.09, -0.66, 2.89)  -0.097
H (-2.26, 1.65, -3.77)  -0.212
H (-2.55, -5.12, -2.77)  0.195
H (-7.59, -0.45, 0.05)  0.246
H (1.14, -4.61, -1.51)  -0.137
H (-1.88, -2.63, 0.27)  -0.542
H (-2.08, 0.90, -0.53)  -0.037
H (-3.85, 2.19, 4.87)  0.222
H (-0.90, 3.66, -3.00)  -0.224
H (-3.63, -7.96, 0.93)  0.232
H (5.05, -6.66, 0.38)  0.148
H (-1.18, -0.39, -6.70)  0.257
H (-2.63, 3.20, 4.00)  0.129
H (5.93, -2.38, -5.06)  0.267
H (7.95, 1.90, -0.69)  0.256
H (-6.93, -0.45, -2.40)  0.278
H (-0.93, 2.25, -4.73)  0.119
H (-8.33, 2.67, 2.27)  0.211
H (-2.73, 6.45, 1.06)  0.168
H (-5.84, 0.59, 3.79)  0.151
H (-6.70, 5.08, -1.77)  0.167
H (0.04, 5.01, -3.77)  0.176
H (-4.77, 4.02, 1.55)  -0.215
H (2.29, 1.39, -3.00)  -0.726
H (4.67, -6.00, -3.54)  0.184
H (-1.05, -0.14, 6.34)  0.157
H (3.40, -6.43, -2.42)  0.305
H (1.95, -2.03, 0.44)  -0.259
H (2.69, 8.00, 3.06)  0.131
H (4.16, 0.03, -3.89)  -0.055
H (-3.98, 1.93, -3.02)  0.024
H (9.46, 2.27, 0.49)  0.132
H (3.02, -5.31, 0.35)  0.093
H (-4.07, 0.44, -3.98)  0.054
H (-6.79, 2.13, 1.61)  0.157
H (0.55, 6.80, 0.44)  0.319
H (4.33, 3.23, -2.20)  0.004
H (4.97, -7.92, 1.58)  0.202
H (9.40, 2.11, 2.25)  0.249
H (2.21, -4.63, -3.81)  -0.051
H (-2.63, -5.82, 3.04)  0.033
H (-5.49, -1.14, -3.11)  0.245
H (-4.98, -1.41, -0.69)  -0.129
H (-5.50, 7.67, -0.29)  0.221
H (0.81, 5.08, 0.74)  -0.142
H (6.23, -4.52, -2.94)  0.159
H (-4.30, -2.98, 3.69)  0.301
H (-3.35, 3.73, -0.01)  -0.733
H (2.19, -5.18, 1.96)  -0.056
H (1.50, 0.88, 3.53)  -0.295
H (-5.66, -1.34, 0.84)  0.207
H (5.54, 1.13, -3.99)  0.108
H (2.01, 1.83, 1.92)  -0.588
H (-0.52, 2.97, -1.46)  -0.552
H (-6.78, 1.10, 0.02)  -0.093
H (4.31, -1.75, -4.71)  0.170
H (-2.52, -3.12, 3.00)  0.272
H (-1.09, -3.40, 4.01)  0.042
H (0.78, 5.67, -2.03)  0.201
H (5.09, 4.86, 1.42)  0.331
H (3.78, 7.72, 4.43)  0.243
H (2.03, 0.52, -6.21)  0.356
H (3.84, -2.89, 3.15)  0.088
H (-0.03, -2.06, -4.18)  -0.003
H (-7.61, -0.09, 4.81)  0.181
H (6.12, -3.67, -1.52)  0.199
H (3.45, 2.87, 1.84)  -0.503
H (2.51, -0.33, -2.58)  -0.536
H (-5.16, 4.28, -1.82)  0.201
H (7.50, -4.19, 3.99)  0.222
H (0.47, 0.72, 6.13)  0.254
H (-0.46, -4.86, -0.77)  0.073
H (4.39, -3.57, 4.63)  0.170
H (-0.35, 1.15, -6.39)  0.215
H (-3.14, -4.24, -1.35)  -0.005
H (-3.74, -5.22, -4.37)  0.151
H (-1.52, 7.51, 0.36)  0.155
H (-1.22, -0.58, -0.21)  -0.536

Relative energy (zero: lowest compared OMol25 entry of this formula, charge and spin), kcal/mol: 380.6
HOMO, eV: -8.38

---

Record 3
Molecular formula: C27H14Br2Cl4IN3O2S2V
Method: DFT, ωB97M-V with the def2-TZVPD basis set

Each line ends with the Löwdin spin population.
Geometry (Å):
I (2.44, 2.73, 0.32)  0.005
Br (-1.84, 5.15, -3.86)  0.002
Br (-1.76, 4.70, 4.04)  0.010
V (-0.21, -0.20, -0.17)  1.839
Cl (-0.68, -3.19, -2.68)  0.006
Cl (0.97, -4.44, -5.10)  -0.002
Cl (4.81, -0.69, -4.24)  0.001
Cl (3.74, -3.16, -5.84)  0.004
S (-0.48, -2.03, 1.36)  0.014
S (-2.53, -0.44, -0.54)  -0.006
O (3.05, 0.12, -2.02)  0.006
O (0.62, -1.01, -1.36)  0.038
N (-0.58, 1.19, 1.16)  0.153
N (-0.46, 1.43, -1.41)  0.111
N (2.18, -0.18, 0.90)  0.012
C (1.33, -1.48, -2.37)  -0.010
C (2.54, -1.34, 1.46)  0.003
C (2.81, -2.51, -4.53)  0.017
C (-0.30, 1.48, -2.72)  0.013
C (3.81, 0.91, 2.28)  0.000
C (-1.27, 3.64, -2.84)  0.039
C (-0.42, 1.09, 2.48)  0.022
C (0.86, -2.55, -3.13)  0.022
C (3.50, -1.44, 2.46)  0.000
C (-2.72, -2.90, 2.65)  0.001
C (-2.20, -2.12, 1.62)  0.005
C (2.62, -0.85, -2.68)  0.005
C (-1.44, 3.64, -1.49)  0.061
C (-4.08, -3.02, 2.86)  0.002
C (1.59, -3.09, -4.20)  -0.002
C (-1.01, 2.51, -0.76)  0.102
C (3.30, -1.43, -3.80)  0.008
C (2.84, 0.90, 1.28)  0.004
C (-1.27, 3.28, 2.85)  0.074
C (-0.73, 2.09, 3.38)  0.109
C (-1.05, 2.39, 0.65)  0.157
C (-0.69, 2.56, -3.51)  0.114
C (-4.47, -1.56, 0.99)  0.000
C (-1.44, 3.44, 1.51)  0.032
C (4.13, -0.29, 2.89)  0.002
C (-4.97, -2.35, 2.02)  0.002
C (-3.10, -1.43, 0.77)  0.004
H (0.15, 0.61, -3.19)  -0.002
H (-0.05, 0.15, 2.85)  0.000
H (-1.89, 4.48, -0.99)  0.003
H (-6.04, -2.43, 2.17)  0.000
H (-1.84, 4.36, 1.11)  0.000
H (-0.54, 2.55, -4.58)  0.009
H (-5.15, -1.04, 0.33)  0.000
H (2.03, -2.22, 1.09)  0.001
H (4.88, -0.32, 3.68)  0.000
H (-4.46, -3.64, 3.67)  0.000
H (3.73, -2.41, 2.88)  0.000
H (-2.02, -3.43, 3.30)  0.000
H (4.30, 1.83, 2.55)  0.000
H (-0.57, 1.96, 4.44)  0.009

Net charge: -2
Relative energy (zero: lowest compared OMol25 entry of this formula, charge and spin), kcal/mol: 42.2
2S+1: 4
HOMO (spin up / spin down), eV: -0.72 / -1.60

---

no.,F_max (hartree/bohr),total energy (a.u.)
1,0.0692,-4148.59014
2,0.1696,-6082.66851
3,0.1210,-10379.09660